This record from the OMol25 dataset describes a structure of composition C38H69BrClF3N2O16P at a distorted geometry. The level of theory is ωB97M-V/def2-TZVPD.

XYZ file:
```
131
Properties=species:S:1:pos:R:3:forces:R:3:lowdin_charge:R:1
C 0.992 -3.843 2.523 -0.16 0.47 -0.34 -0.124
C -0.323 -4.205 1.788 0.36 -0.27 0.17 -0.391
C -0.651 -3.263 0.610 -0.34 -0.29 0.42 -0.706
Br -2.207 -4.129 -0.280 2.06 -1.06 0.22 0.721
P -1.064 -1.441 1.232 -1.20 -0.90 0.66 0.359
Cl -3.150 -1.913 0.864 -1.46 2.32 1.50 0.197
C -1.418 0.182 2.211 -0.12 -0.06 -0.93 -0.210
O -2.842 0.519 2.360 0.48 1.00 0.54 -0.052
C -2.992 1.811 2.639 -0.34 -0.28 -0.18 -0.711
F -2.116 2.268 3.584 -0.30 0.15 -0.36 0.108
F -2.859 2.603 1.539 0.24 -0.05 0.50 0.130
F -4.230 2.065 3.121 0.29 -0.28 -0.10 0.132
O -1.141 -0.728 -0.334 1.48 0.50 0.84 -0.307
C 0.112 -0.250 -0.796 -0.87 -0.60 -1.41 -0.339
N 0.384 -1.083 -1.992 0.59 -0.02 0.04 0.064
C 1.202 -0.332 0.342 -0.36 -0.54 2.03 -0.441
N 2.423 -1.117 0.119 -0.26 0.69 -0.80 0.092
C 1.663 0.986 1.040 0.30 -0.12 -0.43 -0.090
O 1.452 2.173 0.250 0.22 -0.02 0.21 -0.041
C 2.004 3.284 0.832 0.18 0.48 0.17 -0.277
C 1.955 3.497 2.205 -0.37 -0.42 0.88 -0.012
C 2.536 4.594 2.831 -0.10 -0.04 -0.24 -0.068
C 3.182 5.547 2.045 -0.19 -0.08 0.41 -0.102
C 3.209 5.373 0.661 0.19 0.43 0.49 -0.108
C 2.641 4.256 0.056 0.05 0.21 -0.51 -0.022
O 0.578 -1.051 1.413 -0.07 -0.17 -0.56 -0.268
H 0.865 -2.982 3.197 0.04 -0.32 -0.17 0.056
H 1.725 -3.513 1.766 -0.06 -0.23 0.37 0.056
H 1.412 -4.694 3.077 -0.20 0.19 -0.11 0.059
H -1.187 -4.250 2.474 0.31 0.23 -0.15 0.087
H -0.204 -5.241 1.423 -0.14 0.42 -0.15 0.081
H 0.210 -3.286 -0.082 -0.48 -0.04 -0.07 0.048
H -1.221 -2.082 2.520 0.43 0.15 -0.07 0.014
H -0.916 1.020 1.699 -0.27 -0.16 0.24 0.092
H -0.998 0.028 3.216 -0.06 0.10 -0.35 0.087
H -0.074 0.749 -1.220 0.49 0.04 0.74 0.139
H -0.013 -2.010 -1.857 -0.07 0.16 0.11 0.060
H 1.380 -1.210 -2.149 -0.11 0.06 -0.02 0.047
H 2.892 -0.717 -0.693 0.20 -0.38 0.09 0.082
H 2.169 -2.086 -0.057 0.01 0.16 -0.22 0.065
H 1.160 1.011 2.013 -0.03 0.19 -0.44 0.107
H 2.744 0.898 1.245 -0.34 0.03 -0.10 0.138
H 1.445 2.793 2.865 0.18 0.09 -0.32 0.098
H 2.474 4.671 3.928 0.10 -0.08 -0.83 0.085
H 3.633 6.406 2.545 0.02 -0.16 -0.35 0.087
H 3.709 6.151 0.077 -0.21 -0.41 -0.10 0.095
H 2.701 4.192 -1.032 -0.14 -0.31 0.30 0.111
O -2.086 -5.272 -2.492 0.16 -1.08 -1.86 -0.121
C -2.249 -4.941 -3.634 -0.31 0.16 0.12 -0.536
O -1.178 -4.639 -4.400 0.38 -0.16 0.11 0.001
C -1.251 -4.401 -5.808 -0.17 0.38 0.12 -0.254
C -1.609 -2.956 -6.096 -0.10 0.08 0.07 -0.056
C -3.636 -4.759 -4.202 -0.11 -0.32 -0.33 0.013
H -1.928 -5.103 -6.289 -0.03 0.01 0.08 0.092
H -0.260 -4.611 -6.201 0.01 -0.12 0.18 0.113
H -2.594 -2.698 -5.703 -0.02 -0.03 -0.07 0.068
H -1.608 -2.767 -7.173 0.02 -0.02 0.00 0.068
H -0.893 -2.285 -5.620 0.03 -0.04 -0.03 0.083
H -4.006 -3.771 -3.926 0.02 -0.02 0.02 0.097
H -4.285 -5.518 -3.769 0.03 0.13 0.21 0.087
H -3.691 -4.880 -5.283 0.04 0.19 -0.02 0.064
O -0.865 -5.883 -8.192 0.23 -0.15 -0.38 0.095
C -1.033 -5.520 -9.324 -0.36 0.21 0.05 -0.512
O 0.033 -5.210 -10.084 0.38 -0.29 0.10 0.005
C -0.043 -4.941 -11.486 -0.06 0.28 -0.19 -0.235
C -0.396 -3.492 -11.745 -0.14 0.05 0.12 -0.069
C -2.421 -5.315 -9.881 -0.09 -0.43 -0.31 0.020
H -0.726 -5.633 -11.982 -0.07 0.03 0.08 0.113
H 0.950 -5.152 -11.883 0.04 -0.09 0.20 0.120
H -1.378 -3.241 -11.345 -0.03 0.01 -0.14 0.060
H -0.397 -3.278 -12.814 -0.02 0.00 0.01 0.085
H 0.323 -2.834 -11.255 0.06 -0.06 -0.05 0.083
H -2.783 -4.332 -9.579 0.01 0.00 -0.02 0.097
H -3.073 -6.080 -9.464 0.03 0.12 0.20 0.092
H -2.483 -5.408 -10.963 0.03 0.22 -0.01 0.070
O 3.604 5.764 5.413 0.28 0.31 0.07 0.103
C 3.134 6.859 5.536 -0.18 -0.13 0.42 -0.524
O 3.775 7.921 5.003 0.25 -0.03 -0.36 -0.009
C 3.213 9.231 4.931 -0.08 0.15 0.16 -0.240
C 3.439 10.004 6.214 -0.01 -0.07 0.16 -0.069
C 1.883 7.084 6.351 -0.42 0.11 -0.36 0.020
H 2.159 9.188 4.650 -0.01 -0.05 0.07 0.115
H 3.730 9.731 4.112 0.07 -0.17 -0.03 0.122
H 2.949 9.525 7.063 -0.08 0.04 -0.04 0.066
H 3.055 11.021 6.123 0.01 -0.01 -0.02 0.079
H 4.504 10.049 6.446 0.00 0.04 -0.09 0.082
H 2.154 7.153 7.405 0.01 0.00 -0.01 0.095
H 1.224 6.231 6.205 0.17 -0.12 0.11 0.091
H 1.319 7.968 6.062 0.09 0.09 0.13 0.069
O -3.509 -1.370 -12.427 0.21 -0.09 0.05 0.103
C -2.849 -0.367 -12.405 -0.32 0.25 0.08 -0.529
O -1.611 -0.403 -11.881 0.24 -0.41 -0.06 -0.016
C -0.671 0.671 -11.966 0.02 0.31 0.14 -0.233
C -0.880 1.680 -10.856 -0.17 0.02 0.06 -0.062
C -3.415 0.953 -12.872 0.22 0.10 -0.49 0.011
H -0.691 1.130 -12.957 -0.10 0.00 0.01 0.114
H 0.312 0.214 -11.857 -0.11 -0.18 -0.01 0.121
H -1.862 2.150 -10.920 0.04 0.05 -0.07 0.068
H -0.121 2.461 -10.899 0.01 -0.03 0.00 0.083
H -0.825 1.189 -9.884 0.09 -0.02 -0.03 0.088
H -3.996 1.395 -12.063 0.02 -0.01 0.00 0.098
H -4.069 0.763 -13.721 -0.14 -0.10 0.17 0.090
H -2.663 1.662 -13.210 0.01 0.07 0.19 0.068
O 1.825 2.195 5.322 0.04 -0.03 -0.05 0.106
C 1.023 1.714 6.075 -0.25 0.21 -0.02 -0.519
O 0.410 0.571 5.724 0.31 -0.27 -0.23 0.002
C -0.426 -0.193 6.594 -0.32 0.01 0.20 -0.229
C -1.849 0.324 6.582 -0.06 0.16 -0.05 -0.051
C 0.624 2.410 7.354 0.25 -0.29 0.42 0.018
H -0.004 -0.238 7.602 -0.01 0.12 0.01 0.102
H -0.411 -1.212 6.206 0.15 0.09 -0.18 0.123
H -1.907 1.350 6.948 0.01 -0.04 0.08 0.071
H -2.490 -0.301 7.205 0.02 -0.01 -0.01 0.080
H -2.242 0.327 5.564 0.03 -0.09 0.02 0.074
H -0.135 3.158 7.127 -0.01 -0.03 -0.02 0.093
H 1.504 2.903 7.762 -0.02 0.14 -0.19 0.088
H 0.255 1.740 8.128 -0.18 0.03 -0.07 0.066
O 0.712 0.530 11.352 -0.09 -0.06 -0.18 0.105
C 0.969 -0.640 11.285 0.06 -0.04 0.37 -0.533
O 0.328 -1.409 10.387 -0.14 0.22 -0.41 -0.009
C 0.679 -2.764 10.090 -0.01 -0.27 0.13 -0.232
C 0.031 -3.729 11.061 -0.02 0.06 0.19 -0.066
C 1.935 -1.285 12.250 0.46 -0.09 -0.27 0.009
H 1.762 -2.884 10.042 0.00 0.05 0.08 0.116
H 0.302 -2.955 9.086 -0.03 0.20 0.00 0.123
H 0.370 -3.560 12.084 0.08 -0.05 -0.03 0.066
H 0.260 -4.760 10.788 -0.01 0.02 -0.02 0.082
H -1.052 -3.597 11.059 0.02 -0.02 -0.10 0.085
H 1.409 -1.521 13.175 -0.01 0.00 -0.02 0.095
H 2.732 -0.575 12.462 -0.17 0.11 0.11 0.090
H 2.413 -2.183 11.865 -0.15 -0.10 0.07 0.068
```
Positions in Å, forces in eV/Å.

Results
* maximum force: 3.12 eV/Å
* charge: -1
* E_HOMO: -3.681 eV
* total energy: -6477.87144 Eh
* multiplicity: 1